The following is a DFT calculation (ωB97M-V with the def2-TZVPD basis set) of a structure of composition CH4InN2O7.

Calculated values
Maximum force   0.9 eV/Å
HOMO-LUMO gap   0.096 Eh
Calculated total energy   -23566.49112 eV

```
! RIJCOSX wB97M-V def2-TZVPD def2/J DEFGRID3
* xyz 1 1
In 7.3552 -5.0737 -13.7305
O 11.6069 -6.8095 -12.0834
O 9.7244 -6.0579 -12.6987
O 6.0594 -7.1590 -17.8867
O 11.4247 -4.7635 -12.6243
O 6.4906 -6.6234 -15.8854
O 7.4346 -7.7897 -13.0610
O 6.6713 -8.6570 -16.5156
N 6.3911 -7.4960 -16.7840
N 10.9537 -5.8715 -12.4698
C 8.2432 -8.6371 -13.8783
H 7.3082 -8.2164 -12.2019
H 7.6745 -9.5225 -14.1950
H 9.1716 -8.9401 -13.3931
H 8.4915 -8.1064 -14.7970
*
```

Mulliken charges in e: number 1, In, carries 1.052; number 2, O, carries -0.378; number 3, O, carries -0.390; number 4, O, carries -0.387; number 5, O, carries -0.430; number 6, O, carries -0.410; number 7, O, carries -0.376; number 8, O, carries -0.399; number 9, N, carries 1.066; number 10, N, carries 1.079; number 11, C, carries -0.573; number 12, H, carries 0.283; number 13, H, carries 0.315; number 14, H, carries 0.321; number 15, H, carries 0.226